Record 1
{"formula": "C18H23BrNO3P", "method": "the ωB97M-V functional and the def2-TZVPD basis", "fmax_ev_per_a": 1.2, "molar_mass_da": 412.3, "e_homo_ev": -8.83, "e_above_lowest_ev": 0.000, "symbols": ["Br", "P", "O", "O", "O", "N", "C", "C", "C", "C", "C", "C", "C", "C", "C", "C", "C", "C", "C", "C", "C", "C", "C", "C", "H", "H", "H", "H", "H", "H", "H", "H", "H", "H", "H", "H", "H", "H", "H", "H", "H", "H", "H", "H", "H", "H", "H"], "positions_angstrom": [[6.89081, -0.55245, 0.30503], [0.15949, 0.85430, 0.52114], [0.70611, 1.63030, 1.63812], [0.36210, 1.57830, -0.91130], [-1.42157, 0.60114, 0.60148], [0.20543, -1.40667, -1.01921], [-2.08813, -2.09978, -0.35388], [-2.44839, -2.38680, 0.95492], [2.89980, -0.55441, 1.42251], [-2.72498, 2.62357, 0.26689], [-3.66352, -1.95801, 1.46036], [4.99015, -0.68067, 0.27992], [2.96610, -1.06810, -0.91977], [-4.53199, -1.23629, 0.66065], [-2.24505, 1.56521, 1.24456], [4.27921, -0.46389, 1.44819], [4.34704, -0.98979, -0.90541], [2.23229, -0.84892, 0.23866], [1.20268, 2.72082, -1.00691], [2.64248, 2.33731, -1.29773], [-2.96839, -1.37668, -1.14995], [-0.74371, -2.50341, -0.90553], [0.72854, -0.88290, 0.21930], [-4.18218, -0.94771, -0.64797], [-3.08786, 1.00109, 1.65382], [0.78708, 3.32405, -1.81950], [-3.93185, -2.18665, 2.48180], [3.23250, 3.23406, -1.46661], [2.44117, -1.30981, -1.83023], [-0.18997, -0.65400, -1.57306], [-2.69674, -1.14980, -2.17189], [4.91761, -1.16192, -1.80519], [-1.87675, 3.18543, -0.11780], [-3.40691, 3.30603, 0.76724], [-3.23847, 2.14996, -0.56619], [1.15314, 3.28299, -0.06915], [-0.86733, -2.91373, -1.91346], [-0.28559, -3.27324, -0.27834], [2.69553, 1.70302, -2.17907], [-4.85953, -0.38787, -1.27707], [4.79688, -0.22698, 2.36487], [-1.68001, 2.02638, 2.06188], [-1.77717, -2.95534, 1.58428], [-5.48022, -0.90019, 1.05491], [2.33521, -0.38103, 2.32538], [0.37078, -1.46226, 1.07926], [3.05419, 1.79535, -0.44997]], "mulliken_charge": [-0.21, 0.67, -0.87, -0.38, 0.19, -0.15, 0.74, -0.21, -0.10, -1.06, -0.75, 0.06, -0.32, -0.55, -0.46, -0.78, -0.66, -0.70, -0.39, -1.04, -0.14, -1.56, 0.44, -0.56, 0.36, 0.38, 0.38, 0.47, 0.50, 0.34, 0.39, 0.44, 0.25, 0.42, 0.23, 0.35, 0.47, 0.49, 0.28, 0.45, 0.44, 0.40, 0.39, 0.39, 0.38, 0.46, 0.15]}



Record 2
{"formula": "C3H5ClO3S3", "method": "the ωB97M-V functional and the def2-TZVPD basis", "fmax_ev_per_a": 4.1, "molar_mass_da": 220.7, "e_homo_ev": -8.87, "e_above_lowest_ev": 0.339, "symbols": ["Cl", "S", "S", "S", "O", "O", "O", "C", "C", "C", "H", "H", "H", "H", "H"], "positions_angstrom": [[-2.75755, -1.08646, 1.53787], [-1.67932, 2.24486, 0.02522], [1.12944, 1.73148, 0.85478], [-3.26451, -0.05488, -0.10442], [-2.38599, -0.43856, -1.17157], [2.63878, -0.39946, 0.28204], [-4.68316, -0.22893, -0.28968], [1.44756, 0.17694, 0.17275], [0.34913, -0.69381, -0.50431], [-3.08906, 1.59909, 0.40906], [1.03534, -1.51648, -0.79479], [3.37401, 0.20819, 0.81514], [-0.36583, -0.90229, 0.27624], [-3.75220, 2.19153, 1.04338], [-0.13309, -0.32726, -1.44488]], "mulliken_charge": [-0.18, -0.06, -0.35, 0.95, -0.48, -0.45, -0.56, 0.50, -0.50, -0.21, 0.31, 0.39, -0.07, 0.39, 0.31]}



Record 3
{"formula": "C6H25NO5", "method": "the ωB97M-V functional and the def2-TZVPD basis", "fmax_ev_per_a": 1.6, "molar_mass_da": 191.3, "e_homo_ev": -9.57, "e_above_lowest_ev": 1.607, "symbols": ["O", "O", "O", "O", "O", "N", "C", "C", "C", "C", "C", "C", "H", "H", "H", "H", "H", "H", "H", "H", "H", "H", "H", "H", "H", "H", "H", "H", "H", "H", "H", "H", "H", "H", "H", "H", "H"], "positions_angstrom": [[-0.30278, 2.77188, -1.75998], [1.13975, 1.04088, -3.36386], [0.57491, -3.37463, -0.28979], [1.74310, -1.59400, -2.85929], [2.57648, 2.15261, 0.26153], [1.05890, 0.67691, 2.44517], [-0.41303, 0.67364, 2.31390], [-0.85551, 0.67461, 0.85850], [1.68572, -0.63134, 2.54767], [-2.28531, -0.52778, -1.68026], [-2.64306, -0.83822, -0.22528], [-2.32241, 0.28370, 0.76568], [-2.64757, -0.19693, 1.69620], [1.65015, 1.01982, -2.53458], [3.42263, 1.69699, 0.23780], [1.51233, -1.48754, -1.92403], [0.06474, -2.79910, 0.29135], [2.08024, 1.77764, 1.01175], [-2.44319, -1.34593, -2.37725], [0.36591, 2.79941, -1.06873], [1.31745, 1.27374, 3.21768], [0.97287, -4.05963, 0.25564], [-2.85791, 0.32872, -2.04260], [-2.12755, -1.76375, 0.05064], [2.58856, -1.12017, -2.85867], [0.99404, -1.40882, 2.22781], [-3.70622, -1.05532, -0.24054], [0.78385, 0.14322, -3.18393], [-0.63403, 1.66972, 0.48500], [-3.01461, 1.11579, 0.62831], [-0.77586, 1.60757, 2.74833], [-1.23563, -0.23040, -1.78522], [-0.21804, 0.05001, 0.22408], [1.97963, -0.96163, 3.55110], [2.61630, -0.61638, 1.97664], [-0.75858, -0.14025, 2.96033], [0.11372, 2.39495, -2.56109]], "mulliken_charge": [-0.69, -0.71, -0.62, -0.68, -0.68, -0.25, -1.20, 0.77, -0.81, -0.92, -0.50, -0.76, 0.32, 0.33, 0.29, 0.33, 0.33, 0.41, 0.39, 0.30, 0.27, 0.30, 0.33, 0.21, 0.34, 0.18, 0.34, 0.30, -0.08, 0.41, 0.36, 0.03, -0.10, 0.30, 0.24, 0.49, 0.42]}



Record 4
{"formula": "C26H40BF3INO24S5", "method": "the ωB97M-V functional and the def2-TZVPD basis", "fmax_ev_per_a": 2.5, "molar_mass_da": 1105.6, "e_homo_ev": -9.67, "symbols": ["I", "S", "S", "S", "S", "S", "F", "F", "F", "O", "O", "O", "O", "O", "O", "O", "O", "O", "O", "O", "O", "O", "O", "O", "O", "O", "O", "O", "O", "O", "O", "O", "O", "N", "C", "C", "C", "C", "C", "C", "C", "C", "C", "C", "C", "C", "C", "C", "C", "C", "C", "C", "C", "C", "C", "C", "C", "C", "C", "C", "B", "H", "H", "H", "H", "H", "H", "H", "H", "H", "H", "H", "H", "H", "H", "H", "H", "H", "H", "H", "H", "H", "H", "H", "H", "H", "H", "H", "H", "H", "H", "H", "H", "H", "H", "H", "H", "H", "H", "H", "H"], "positions_angstrom": [[-1.46001, -1.50145, 2.31935], [2.12208, -7.54908, 1.47978], [-7.43220, -0.36152, -0.02167], [-4.79571, -1.08114, 4.61558], [-1.45062, -5.13073, 4.79168], [7.32962, 8.22332, -5.42464], [3.41592, 4.56650, -3.57395], [1.53644, 5.46682, -4.09539], [1.96800, 4.94611, -2.03630], [2.02633, -6.59990, 0.19793], [7.85584, 8.54729, -4.14997], [2.76074, -6.47781, 2.48087], [5.83805, 8.80427, -5.51207], [-6.36721, -0.95208, 4.88815], [-4.86349, -2.34356, 3.63133], [-4.15875, -1.46125, 5.82059], [-1.42671, 2.05727, 0.55925], [-4.36301, 0.03994, 3.86266], [-0.46324, -6.32197, 5.20248], [1.76216, 2.37188, -2.44757], [2.59023, -2.17668, -0.38350], [3.06403, -8.57149, 1.21356], [0.81449, -7.84933, 1.94730], [-1.70819, -5.60190, 3.28146], [-5.97657, -0.99585, 0.16595], [-2.66661, -5.24761, 5.50761], [-6.96631, 1.15860, -0.20432], [-0.70389, -3.92518, 4.77587], [8.02693, 8.53165, -6.61749], [-8.13225, -0.49654, 1.20451], [-2.02152, 0.81869, -1.38463], [6.93771, 6.67024, -5.45801], [-7.99026, -0.80631, -1.24499], [1.27075, -1.43007, 1.29672], [4.50637, 1.61078, 1.01388], [1.85715, -1.33946, 0.06776], [-0.72340, -6.57835, 2.90045], [1.87521, 2.28188, 0.54403], [2.31453, -5.23876, 0.56351], [-6.14998, -2.96982, 3.73742], [-5.60299, 1.30151, 0.22531], [4.90795, 7.75321, -5.80073], [5.53686, 6.51799, -5.19253], [1.50745, 3.17819, -3.56138], [3.26393, -5.35620, 1.73543], [2.31468, 1.02615, 0.13959], [-0.07903, -0.08609, 0.00711], [-0.44046, -7.33254, 4.18096], [3.65458, 0.71407, 0.37262], [-2.60405, 3.12846, -2.14275], [0.19912, -0.45220, 1.44440], [2.29563, 1.07936, -2.71583], [1.38265, 0.02209, -0.54308], [2.71946, 3.18133, 1.18883], [-4.96226, -0.02163, -0.12986], [-1.92723, 1.78095, -2.43221], [1.47882, -0.02897, -2.07319], [-7.09847, -1.81889, 4.00689], [4.04431, 2.84721, 1.44387], [2.09531, 4.55896, -3.28956], [-1.18253, 0.99815, -0.30222], [0.52750, -7.82494, 4.16947], [-6.38076, -3.49809, 2.81705], [-2.42025, 1.33488, -3.29000], [-4.07138, -0.22399, 0.45829], [-3.34668, 3.06838, -1.36008], [-1.16162, 2.91066, 0.20379], [1.09721, -2.35427, 1.65855], [1.93843, -0.96266, -2.39072], [-5.14012, 2.14236, -0.28024], [-5.59584, 1.47434, 1.30338], [5.38952, 6.48427, -4.11160], [1.37833, -4.75629, 0.85340], [2.75006, -4.70421, -0.27380], [4.28063, -5.58136, 1.40884], [-4.71976, -0.08452, -1.19164], [-6.12261, -3.67596, 4.56983], [0.86140, 2.59703, 0.37213], [4.08079, -0.22740, 0.06402], [-0.89796, 1.96253, -2.73235], [-0.43238, -1.00794, -0.46127], [3.27139, -4.46945, 2.36231], [0.49461, -0.02116, -2.53745], [4.68689, 3.53618, 1.96347], [-7.33248, -1.26860, 3.09312], [0.44477, 0.37957, 2.08577], [5.53504, 1.34107, 1.19464], [5.17240, 5.59689, -5.63713], [3.93903, 7.98601, -5.36771], [0.16432, -6.05587, 2.53954], [4.81202, 7.66322, -6.88470], [0.43884, 3.33039, -3.71511], [1.98447, 2.82506, -4.47043], [-1.22203, -8.06280, 4.39829], [-1.85019, 3.85909, -1.84775], [3.30153, 1.03540, -2.30097], [-1.11390, -7.21435, 2.11277], [2.34666, 4.14118, 1.50855], [2.39527, 0.87130, -3.78009], [-3.02016, 3.51339, -3.06737], [-8.01940, -2.13784, 4.48637]], "mulliken_charge": [0.13, 1.04, 1.10, 1.01, 1.10, 1.10, -0.28, -0.30, -0.21, -0.34, -0.53, -0.30, -0.33, -0.34, -0.17, -0.56, -0.75, -0.44, -0.39, 0.04, -0.64, -0.57, -0.48, -0.21, -0.33, -0.54, -0.39, -0.51, -0.53, -0.58, -0.33, -0.32, -0.57, 0.02, -0.95, -0.68, -0.20, 0.27, -0.15, -0.38, -0.02, -0.27, -0.26, -0.66, -0.34, -0.93, -1.13, -0.24, -0.12, -1.32, -0.99, -0.98, 3.35, -1.00, 0.25, 0.57, -1.19, -0.01, -0.64, 0.93, 0.95, 0.27, 0.36, 0.50, -0.12, 0.17, 0.23, 0.24, 0.48, 0.05, 0.30, 0.27, 0.10, 0.36, 0.35, 0.23, 0.30, 0.30, 0.50, -0.70, 0.50, 0.32, 0.28, 0.45, 0.00, 0.56, 0.45, 0.28, 0.28, 0.05, 0.30, 0.23, 0.37, 0.26, 0.36, 0.31, 0.41, 0.47, 0.73, 0.41, 0.31]}